Below is 5 unconnected molecules or ions with the total composition CH12O4S2 at a distorted geometry, with properties calculated with the ωB97M-V functional and the def2-TZVPD basis.

CARTESIAN COORDINATES (ANGSTROEM)
1 C 4.108 0.374 0.952
2 S 2.942 1.310 -0.088
3 S 3.797 1.825 -1.960
4 H 4.815 -0.214 0.378
5 H 3.533 -0.239 1.631
6 H 4.615 1.036 1.667
7 H 3.696 0.564 -2.423
8 H -0.238 2.318 -0.710
9 H -0.196 2.057 0.836
10 O -0.713 1.960 0.014
11 H -3.672 -3.531 1.495
12 H -2.762 -2.188 1.641
13 O -2.932 -3.105 1.915
14 H -3.328 -1.010 -0.807
15 H -4.210 -0.628 0.541
16 O -3.670 -1.252 0.056
17 H -1.767 0.389 -0.950
18 H -1.964 0.469 -2.464
19 O -2.054 -0.136 -1.723

Results
* energy above the lowest of the compared OMol25 structures with the same formula, charge and spin: 24.0 kcal/mol
* net charge: 0
* structure (SMILES): CSS.O.O.O.O
* LUMO level: 0.1 eV
* gap between HOMO and LUMO: 9.35 eV
* E: -1142.60263 Eh
* HOMO: -9.27 eV

These are the Löwdin partial charges, in e, on atoms 1 to 4:
1 C -0.468
2 S 0.333
3 S 0.289
4 H 0.033